Entry 1:
9
Properties=species:S:1:pos:R:3 method="wB97M-V/def2-TZVPD" relative_energy_kcal_mol=48.08 orbital_gap_ha=0.434 total_charge=+1 homo_energy_ev=-17.487
C -2.03 -1.44 -1.57
N -1.42 -1.03 -0.69
N 0.62 -0.03 0.75
O 1.08 2.38 -0.08
O 2.49 1.45 1.65
S 1.40 1.36 0.81
H -2.57 -1.79 -2.42
H -0.31 -0.35 -0.05
H 0.75 -0.56 1.59

---

Entry 2:
15
Properties=species:S:1:pos:R:3 method="wB97M-V/def2-TZVPD" relative_energy_kcal_mol=190.86 orbital_gap_ha=0.356 homo_energy_ev=-8.961
C -1.05 -1.23 0.16
C 0.36 1.29 -0.48
C 1.07 0.08 0.30
C -0.11 -0.47 1.12
H -1.74 -0.96 -1.62
H 0.18 0.42 -2.25
H -0.31 1.89 0.24
H 1.18 2.45 -0.62
H 1.44 -0.58 -0.39
H 1.84 -1.09 2.19
H -0.69 0.40 1.39
N -1.25 -0.41 -1.04
N -0.28 0.73 -1.43
N 1.08 -0.31 1.82
O -1.71 -2.20 0.59

---

Number 1: electronic energy -697.7034 Ha. Number 2: electronic energy -395.8443 Ha.